# 1
{"formula": "CH5FOP2", "method": "ωB97M-V/def2-TZVPD", "elements": ["C", "O", "P", "F", "P", "H", "H", "H", "H", "H"], "positions_angstrom": [[-1.14692, -0.61217, -1.11626], [0.15360, 0.00264, -0.82081], [0.60083, 0.46055, 0.62984], [-0.26777, -0.57312, 1.59252], [2.64856, 0.32362, 0.63318], [-1.90322, 0.23419, -1.54280], [-1.62737, -1.03379, -0.19114], [-0.96577, -1.52239, -1.80996], [-0.24527, 1.56537, 0.98195], [2.75335, 1.15511, 1.64349]], "homo_ev": -8.2, "homo_lumo_gap_ev": 8.938, "smiles": "CO[P@@H](F)=P"}

# 2
{"formula": "CH5IN2", "method": "ωB97M-V/def2-TZVPD", "elements": ["C", "N", "N", "I", "H", "H", "H", "H", "H"], "positions_angstrom": [[1.77619, -0.29580, 0.58476], [-1.67166, 0.85606, -0.60419], [-1.25946, -0.25561, -0.09671], [1.74101, -1.57451, 2.27740], [2.00301, -0.78888, -0.38731], [2.36751, 0.59086, 0.77423], [-2.50904, 1.27409, -0.15117], [-1.68876, 1.00366, -1.58093], [-0.75880, -0.80986, -0.81608]], "homo_ev": [-8.4, -7.5], "homo_lumo_gap_ev": [8.923, 7.216]}

# 3
{"formula": "CH5IN4O", "method": "ωB97M-V/def2-TZVPD", "elements": ["C", "N", "N", "N", "N", "O", "I", "H", "H", "H", "H", "H"], "positions_angstrom": [[-0.33351, 1.42943, 0.01591], [0.83367, 1.30011, 0.46460], [-1.25415, -0.70319, -0.12130], [1.71868, 0.23928, 0.32427], [-0.81201, -1.82351, -0.52912], [-1.27058, 2.02762, -0.28934], [-3.30846, -0.39011, -0.06129], [1.07750, 2.24692, 0.90801], [2.16926, -0.01125, 1.17827], [0.11253, -2.08401, -0.76063], [-1.44576, -2.67043, -0.76331], [2.51284, 0.43915, -0.36608]], "charge": 2, "homo_ev": -19.2, "homo_lumo_gap_ev": 8.161}

# 4
{"formula": "CH5IOSi", "method": "ωB97M-V/def2-TZVPD", "elements": ["C", "O", "Si", "I", "H", "H", "H", "H", "H"], "positions_angstrom": [[-1.05282, 1.29520, 0.13257], [-1.30195, -0.01664, 0.23398], [0.95926, -1.71426, -0.07390], [2.35869, 0.28178, -0.42537], [-1.12147, 1.93625, 1.02299], [-1.71411, 1.57421, -0.57358], [-0.02638, 1.60271, -0.09397], [0.16070, -2.46191, -1.07937], [1.73808, -2.49734, 0.85664]], "homo_ev": -8.5, "homo_lumo_gap_ev": 6.830}

# 5
{"formula": "CH5IOSi", "method": "ωB97M-V/def2-TZVPD", "elements": ["C", "Si", "O", "I", "H", "H", "H", "H", "H"], "positions_angstrom": [[-0.71513, 0.32956, -1.07737], [0.53970, -0.06945, 0.28746], [0.12129, 0.43468, 1.76290], [1.07638, -2.45194, 0.22788], [-0.83606, 1.47121, -0.98315], [-0.19938, -0.04944, -1.97599], [-1.69557, -0.09325, -0.91355], [1.75175, 0.61778, 0.10875], [-0.04298, -0.18915, 2.56307]], "homo_ev": -9.7, "homo_lumo_gap_ev": 10.249, "smiles": "C[Si@@H](O)I"}

# 6
{"formula": "CH5ISi", "method": "ωB97M-V/def2-TZVPD", "elements": ["C", "Si", "I", "H", "H", "H", "H", "H"], "positions_angstrom": [[-0.45781, -0.06340, -1.13962], [0.31469, 0.50038, 0.51372], [-1.85957, 1.15328, -2.04185], [0.20403, -0.42212, -1.92967], [-1.14928, -1.26176, -0.40697], [1.29273, 1.77449, 0.35662], [-0.88636, 0.55651, 1.32316], [0.86510, -0.76418, 0.85756]], "homo_ev": -9.2, "homo_lumo_gap_ev": 9.448}

Number 1: E_tot -24459.966 eV. Number 2: E_tot -12194.501 eV. Number 3: E_tot -17203.595 eV. Number 4: E_tot -19140.108 eV. Number 5: E_tot -19145.984 eV. Number 6: E_tot -17093.559 eV.